# C4H8N2O

A single C4H8N2O molecule (ωB97M-V/def2-TZVPD, OMol25).

Summary:
LUMO   0.029 Ha
Molecular weight   100.12 g mol⁻¹
Structure (SMILES)   C[C@H](O)N=C=CN

Geometry as ORCA input:
```
! wB97M-V def2-TZVPD RIJCOSX def2/J DEFGRID3
* xyz 0 1
C -0.99935 1.42394 -0.60452
C -0.61291 1.24710 0.85003
O -0.21130 2.49730 1.33765
N 0.48295 0.29371 1.07749
C 0.75359 -0.60222 0.28973
C 1.12801 -1.56262 -0.53125
N 0.58645 -2.88241 -0.40640
H -1.33397 0.47615 -1.03592
H -0.13530 1.78870 -1.16838
H -1.80478 2.15839 -0.68493
H -1.46408 0.85577 1.42883
H 0.22203 2.34152 2.18789
H 1.86510 -1.30548 -1.29348
H 0.20465 -3.19164 -1.29447
H 1.31890 -3.53821 -0.15225
*
```

=====

# C4H8N2O

A molecular structure, C4H8N2O (ωB97M-V/def2-TZVPD, OMol25).

Summary:
LUMO   0.034 Ha
Molecular weight   100.12 g mol⁻¹

Geometry as ORCA input:
```
! wB97M-V def2-TZVPD RIJCOSX def2/J DEFGRID3
* xyz 0 1
C 1.82591 0.11485 0.41306
C 0.80940 -0.30850 -0.63630
O 0.17650 -1.57690 -0.26258
C -1.02164 -0.95365 -0.04675
N -2.08076 -1.34024 0.50396
C -0.60289 0.37357 -0.62358
N -0.80924 1.55949 0.15756
H 1.30931 0.74335 1.14329
H 2.66318 0.68648 -0.00184
H 2.25756 -0.74213 0.94608
H 1.15076 -0.31651 -1.66312
H -1.99338 -2.29909 0.83769
H -1.01899 0.46479 -1.64058
H -1.22753 2.31241 -0.37393
H -1.39926 1.36312 0.95709
*
```

=====

# C4H8N2O

A single C4H8N2O molecule (ωB97M-V/def2-TZVPD, OMol25).

Summary:
LUMO   0.032 Ha
Molecular weight   100.12 g mol⁻¹
Structure (SMILES)   [H]/N=C/N1C[C@@H]1CO

Geometry as ORCA input:
```
! wB97M-V def2-TZVPD RIJCOSX def2/J DEFGRID3
* xyz 0 1
H 3.34138 -0.73978 -0.29193
N 2.43860 -0.38209 -0.00899
C 1.43565 -0.99591 -0.59674
N 0.04780 -0.68866 -0.35107
C -0.95274 -1.12508 0.56711
C -0.24360 0.14365 0.79562
C -0.85905 1.56972 0.37174
O -1.71876 1.35767 -0.69070
H 1.53708 -1.75886 -1.33980
H -0.82395 -2.04920 1.13351
H -1.97360 -1.30819 0.15737
H 0.47623 0.04632 1.63931
H 0.00363 2.14208 -0.04580
H -1.24813 2.20705 1.23188
H -1.24890 0.54014 -1.26484
*
```

=====

# C4H8N2O

A molecular structure, C4H8N2O (ωB97M-V/def2-TZVPD, OMol25).

Summary:
LUMO   0.014 Ha
Molecular weight   100.12 g mol⁻¹

Geometry as ORCA input:
```
! wB97M-V def2-TZVPD RIJCOSX def2/J DEFGRID3
* xyz 0 1
C 1.08365 1.55090 -0.43696
C 0.39524 0.37420 0.22223
O 0.03517 0.70326 1.52948
C -0.87256 -0.17503 -0.48825
N -1.34654 -1.35079 0.27098
C 1.21040 -0.90585 0.30369
N 0.98721 -2.03651 0.47046
H 1.94398 1.85282 0.16781
H 0.39545 2.39986 -0.50001
H 1.42721 1.28889 -1.44246
H -0.64792 0.04274 1.76247
H -0.67800 -0.35245 -1.55782
H -1.54538 0.71024 -0.44163
H -0.39550 -2.25982 0.47341
H -1.99242 -1.84246 -0.33339
*
```

=====

# C4H8N2O

A single C4H8N2O molecule (ωB97M-V/def2-TZVPD, OMol25).

Summary:
LUMO   0.021 Ha
Molecular weight   100.12 g mol⁻¹
Structure (SMILES)   C[C@](O)(C#N)CN

Geometry as ORCA input:
```
! wB97M-V def2-TZVPD RIJCOSX def2/J DEFGRID3
* xyz 0 1
C -1.26292 -0.61265 1.21881
C -0.55371 0.12737 0.03199
O -0.41866 1.47024 0.38321
C -1.47091 -0.06235 -1.12526
N -2.11252 -0.35464 -2.04257
C 0.87678 -0.28836 -0.63064
N 1.90837 0.62385 -0.15375
H -2.35275 -0.48217 1.10899
H -1.00604 -0.14644 2.17802
H -1.08133 -1.69140 1.27244
H 0.56424 1.60245 0.34344
H 0.76314 -0.10453 -1.70648
H 1.16305 -1.34318 -0.53693
H 2.46792 1.02881 -0.89501
H 2.51532 0.23300 0.55374
*
```

=====

# C4H8N2O

2 unconnected molecules or ions with the total composition C4H8N2O (ωB97M-V/def2-TZVPD, OMol25).

Summary:
LUMO   0.033 Ha
Molecular weight   100.12 g mol⁻¹
Structure (SMILES)   [H]/N=C\OC.C=C=N

Geometry as ORCA input:
```
! wB97M-V def2-TZVPD RIJCOSX def2/J DEFGRID3
* xyz 0 1
H 0.73699 -1.76738 -0.26620
N 0.34966 -1.32478 -1.05177
C -0.69971 -0.67152 -0.80546
O -1.37245 -0.57061 0.36241
C -2.67475 -0.03052 0.37218
H -1.33859 -0.17754 -1.57305
H -3.15474 -0.08478 -0.65757
H -2.64614 1.13503 0.52054
H -3.25362 -0.52899 1.07078
C 1.48185 1.25083 0.28939
C 2.58432 0.52289 0.43587
N 3.70569 0.03992 0.51723
H 0.73070 1.41778 1.00692
H 1.44503 1.73357 -0.76986
H 4.10576 -0.94390 0.54860
*
```

=====

# C4H8N2O

A single C4H8N2O molecule (ωB97M-V/def2-TZVPD, OMol25).

Summary:
LUMO   0.033 Ha
Molecular weight   100.12 g mol⁻¹
Structure (SMILES)   C=CN(C)C(N)=O

Geometry as ORCA input:
```
! wB97M-V def2-TZVPD RIJCOSX def2/J DEFGRID3
* xyz 0 1
C 2.11677 -0.49834 -0.02435
C 0.82026 -0.65717 -0.27523
N -0.16555 0.30486 0.16365
C 0.13974 1.70960 0.06697
C -1.43791 -0.14019 -0.12527
N -1.72049 -1.46857 0.13350
O -2.33556 0.66014 -0.35577
H 2.51151 0.37724 0.46012
H 2.82437 -1.26111 -0.29624
H 0.51178 -1.54802 -0.80460
H 0.70212 2.01097 0.95414
H 0.73022 1.93445 -0.82237
H -0.80388 2.25297 0.02288
H -1.19079 -1.98412 0.81713
H -2.70257 -1.69270 0.08544
*
```

=====

# C4H8N2O

A single C4H8N2O molecule (ωB97M-V/def2-TZVPD, OMol25).

Summary:
LUMO   0.037 Ha
Molecular weight   100.12 g mol⁻¹
Structure (SMILES)   NC(=O)CN1CC1

Geometry as ORCA input:
```
! wB97M-V def2-TZVPD RIJCOSX def2/J DEFGRID3
* xyz 0 1
N 0.97629 1.00055 -1.66105
C -0.16576 1.50925 -1.12799
O -0.67394 2.55799 -1.47765
C -0.75701 0.66580 0.00771
N -0.14491 -0.65340 0.06089
C -0.57442 -1.62629 1.03904
C 0.76102 -0.98341 1.14455
H 1.33248 1.43300 -2.49913
H 1.17603 0.02724 -1.48395
H -0.65404 1.24327 0.94244
H -1.82987 0.57434 -0.19153
H -1.32750 -1.33623 1.77070
H -0.68197 -2.64480 0.66632
H 0.89228 -0.25167 1.94105
H 1.67133 -1.51565 0.86860
*
```

=====

# C4H8N2O

A single C4H8N2O molecule (ωB97M-V/def2-TZVPD, OMol25).

Summary:
LUMO   0.027 Ha
Molecular weight   100.12 g mol⁻¹
Structure (SMILES)   C[C@](O)(C#N)CN

Geometry as ORCA input:
```
! wB97M-V def2-TZVPD RIJCOSX def2/J DEFGRID3
* xyz 0 1
C 1.45729 -1.17989 0.13219
C 0.16561 -0.40882 0.36463
O 0.22319 0.20009 1.62497
C -1.00490 -1.33759 0.32118
N -1.93733 -2.02209 0.28214
C -0.04116 0.67755 -0.70970
N -1.14359 1.53834 -0.30206
H 1.58309 -1.95693 0.88974
H 2.29601 -0.48042 0.20065
H 1.45881 -1.64792 -0.85656
H -0.46436 0.89299 1.58547
H -0.16513 0.21289 -1.69831
H 0.87781 1.27133 -0.72429
H -2.02787 1.22376 -0.68770
H -0.99921 2.49283 -0.60553
*
```

=====

# C4H8N2O

2 unconnected molecules or ions with the total composition C4H8N2O (ωB97M-V/def2-TZVPD, OMol25).

Summary:
LUMO   0.027 Ha
Molecular weight   100.12 g mol⁻¹
Structure (SMILES)   NC#CN.C=CO

Geometry as ORCA input:
```
! wB97M-V def2-TZVPD RIJCOSX def2/J DEFGRID3
* xyz 0 1
N -0.06938 2.01892 0.30590
C -1.17492 1.27193 0.10200
C -2.13242 0.55414 -0.02069
N -3.21096 -0.26365 -0.07879
H -0.00088 2.81386 -0.31826
H 0.78670 1.47408 0.31211
H -3.55676 -0.40527 -1.02084
H -3.95621 0.00604 0.55337
C 1.01888 -1.60743 0.05309
C 2.24168 -1.11189 0.00646
O 2.48759 0.23721 -0.00420
H 0.14826 -0.97606 0.09063
H 0.86566 -2.66966 0.05555
H 3.11853 -1.74806 -0.02961
H 3.43423 0.40584 -0.00673
*
```

=====

# C4H8N2O

A single C4H8N2O molecule (ωB97M-V/def2-TZVPD, OMol25).

Summary:
LUMO   0.027 Ha
Molecular weight   100.12 g mol⁻¹
Structure (SMILES)   N#C[C@@H](N)CCO

Geometry as ORCA input:
```
! wB97M-V def2-TZVPD RIJCOSX def2/J DEFGRID3
* xyz 0 1
N 1.19013 -1.19621 -2.34728
C 1.07774 -0.73003 -1.29116
C 0.88545 -0.15775 0.05844
N 2.09965 0.54732 0.46284
C -0.31239 0.80010 0.04306
C -1.63337 0.06208 -0.12910
O -1.71380 -0.95130 0.85855
H 0.60960 -0.99397 0.71491
H 1.88512 1.13181 1.26479
H 2.80462 -0.11638 0.76775
H -0.18953 1.54525 -0.75178
H -0.32483 1.33301 1.00225
H -1.69395 -0.36314 -1.13993
H -2.46116 0.77579 -0.01610
H -2.22329 -1.68656 0.50276
*
```

=====

# C4H8N2O

A single C4H8N2O molecule (ωB97M-V/def2-TZVPD, OMol25).

Summary:
LUMO   0.035 Ha
Molecular weight   100.12 g mol⁻¹
Structure (SMILES)   C[C@@]1(C(N)=O)CN1

Geometry as ORCA input:
```
! wB97M-V def2-TZVPD RIJCOSX def2/J DEFGRID3
* xyz 0 1
C -1.16909 -1.24722 0.33088
C -0.47459 0.05171 -0.01391
C 1.19780 -0.35198 0.29732
N 2.37989 0.33887 0.21529
O 1.35961 -1.51104 0.66432
C -0.82818 1.04802 -1.07205
N -0.89038 1.41000 0.33864
H -1.81318 -1.23103 1.21920
H -1.64827 -1.78302 -0.49686
H -0.21927 -1.81328 0.60129
H 2.53852 1.30235 -0.00475
H 3.18976 -0.19666 0.53554
H 0.00176 1.48060 -1.62250
H -1.76286 1.01731 -1.64440
H -1.86151 1.48537 0.65197
*
```

=====

# C4H8N2O

A single C4H8N2O molecule (ωB97M-V/def2-TZVPD, OMol25).

Summary:
LUMO   0.027 Ha
Molecular weight   100.12 g mol⁻¹
Structure (SMILES)   N#C[C@@H](N)CCO

Geometry as ORCA input:
```
! wB97M-V def2-TZVPD RIJCOSX def2/J DEFGRID3
* xyz 0 1
N -0.42460 2.07616 1.51047
C -0.60526 1.00892 1.10149
C -0.83340 -0.33239 0.51654
N -1.92641 -0.19670 -0.45087
C 0.44140 -0.84433 -0.19876
C 1.31000 0.24846 -0.84340
O 2.19625 0.83161 0.09027
H -1.07128 -1.00709 1.35938
H -2.16229 -1.11990 -0.80750
H -2.76044 0.17303 0.00037
H 0.10606 -1.56266 -0.96179
H 1.07518 -1.39174 0.51040
H 0.67234 1.00024 -1.33628
H 1.93964 -0.20574 -1.61796
H 1.73800 1.53196 0.57756
*
```

=====

# C4H8N2O

A single C4H8N2O molecule (ωB97M-V/def2-TZVPD, OMol25).

Summary:
LUMO   0.015 Ha
Molecular weight   100.12 g mol⁻¹
Structure (SMILES)   C/N=C/C=C\NO

Geometry as ORCA input:
```
! wB97M-V def2-TZVPD RIJCOSX def2/J DEFGRID3
* xyz 0 1
C -1.30279 1.93350 1.56245
N -1.27197 0.63241 1.19213
C -0.20399 0.21026 0.55695
C 0.23543 -1.20958 0.30103
C 0.80552 -1.86538 -0.68691
N 1.27212 -1.32847 -1.98752
O 1.17644 0.09106 -2.30826
H -0.23481 2.37540 1.09022
H -2.27757 2.36476 1.41792
H -0.92639 2.11058 2.67112
H 0.81420 0.97411 0.30266
H -0.24830 -1.93242 1.03351
H 0.79280 -2.91946 -0.38456
H 1.21422 -1.78229 -2.97433
H 0.15511 0.34551 -1.78641
*
```

=====

# C4H8N2O

A single C4H8N2O molecule (ωB97M-V/def2-TZVPD, OMol25).

Summary:
LUMO   0.033 Ha
Molecular weight   100.12 g mol⁻¹
Structure (SMILES)   [H]/N=C1/CON[C@@H]1C

Geometry as ORCA input:
```
! wB97M-V def2-TZVPD RIJCOSX def2/J DEFGRID3
* xyz 0 1
H 0.86298 2.41659 0.37571
N 1.49314 1.59899 0.02890
C 1.00658 0.47678 0.19723
C 1.54466 -0.84718 -0.17328
O 0.49701 -1.72399 -0.36826
N -0.58752 -1.34969 0.54721
C -0.78207 -0.00414 0.50165
C -1.57002 0.57038 -0.66329
H 2.07565 -0.73020 -1.17399
H 2.10102 -1.20174 0.73270
H -0.19842 -1.83414 1.32809
H -1.13621 0.30967 1.51305
H -2.56878 0.27958 -0.49721
H -1.16349 0.36938 -1.73939
H -1.57453 1.66970 -0.60912
*
```

=====

# C4H8N2O

2 unconnected molecules or ions with the total composition C4H8N2O (ωB97M-V/def2-TZVPD, OMol25).

Summary:
LUMO   0.027 Ha
Molecular weight   100.12 g mol⁻¹
Structure (SMILES)   [H]/N=C/[C@@](C)(O)C#N.[H][H]

Geometry as ORCA input:
```
! wB97M-V def2-TZVPD RIJCOSX def2/J DEFGRID3
* xyz 0 1
H 1.68257 1.36760 2.04600
N 1.01578 1.52745 1.29270
C 0.78786 0.48364 0.61666
C -0.22505 0.58265 -0.51799
C -1.43990 -0.29633 -0.19300
O -0.62346 1.90441 -0.70928
C 0.43253 0.05663 -1.74696
N 0.93866 -0.39495 -2.68402
H 1.23960 -0.49752 0.78621
H -2.16804 -0.21203 -1.00304
H -1.89316 0.06794 0.73313
H -1.15637 -1.34662 -0.07547
H -0.14684 2.42669 -0.03529
H 0.85424 -2.86602 0.49529
H 0.61201 -2.84020 1.19791
*
```

=====

# C4H8N2O

A molecular structure, C4H8N2O (ωB97M-V/def2-TZVPD, OMol25).

Summary:
LUMO   0.026 Ha
Molecular weight   100.12 g mol⁻¹

Geometry as ORCA input:
```
! wB97M-V def2-TZVPD RIJCOSX def2/J DEFGRID3
* xyz 0 1
C 1.09590 -0.32101 -0.21837
C -1.25781 0.81717 0.96302
C -1.61746 -1.12722 -0.14782
N 2.34176 0.32589 -0.38646
C 0.33047 -0.66172 -1.33619
N -0.89887 -1.14993 -1.19063
O -2.41705 -1.68318 0.51479
H 2.84884 0.47694 0.47314
H 2.29918 1.17014 -0.93868
H 0.60976 -0.33978 -2.33512
H 1.10448 -1.03731 0.59936
H -0.06546 0.37785 0.41682
H -0.82324 1.81758 1.04468
H -1.28296 0.36314 1.94872
H -2.26755 0.97144 0.59272
*
```

=====

# C4H8N2O

A single C4H8N2O molecule (ωB97M-V/def2-TZVPD, OMol25).

Summary:
LUMO   0.026 Ha
Molecular weight   100.12 g mol⁻¹
Structure (SMILES)   C=C1N([O-])[N+]1(C)C

Geometry as ORCA input:
```
! wB97M-V def2-TZVPD RIJCOSX def2/J DEFGRID3
* xyz 0 1
C 1.57629 1.81883 -0.84026
C 0.55720 1.27489 -0.20352
N -0.58217 1.07869 0.33839
O -1.75274 1.49218 0.49333
N -0.13102 -0.35467 0.13792
C 0.08038 -1.04978 1.40183
C -0.89929 -1.06198 -0.88163
H 2.59919 1.63806 -0.54128
H 1.39353 2.52472 -1.64100
H 0.64609 -1.96309 1.21562
H -0.87774 -1.29695 1.86784
H 0.64806 -0.40458 2.06812
H -0.84764 -0.49151 -1.80859
H -1.94479 -1.15798 -0.57088
H -0.46535 -2.04681 -1.03589
*
```

=====

# C4H8N2O

A molecular structure, C4H8N2O (ωB97M-V/def2-TZVPD, OMol25).

Summary:
LUMO   0.023 Ha
Molecular weight   100.12 g mol⁻¹

Geometry as ORCA input:
```
! wB97M-V def2-TZVPD RIJCOSX def2/J DEFGRID3
* xyz 0 1
C 1.86151 -0.03118 0.49732
C 1.23687 -0.69198 -0.69819
O 0.22922 -1.62259 -0.19172
C -0.89759 -0.91632 -0.07002
N -1.97537 -1.20724 0.51828
C -0.68144 0.39859 -0.78997
N -0.84087 1.53982 -0.01155
H 1.15423 0.39573 1.22829
H 2.56070 0.74775 0.18015
H 2.43453 -0.81273 1.01281
H 0.49882 0.19320 -1.27301
H -1.91603 -2.13046 0.94852
H -1.16159 0.43387 -1.77573
H -1.25183 2.33884 -0.47098
H -1.25116 1.36469 0.89580
*
```

=====

# C4H8N2O

A single C4H8N2O molecule (ωB97M-V/def2-TZVPD, OMol25).

Summary:
LUMO   0.025 Ha
Molecular weight   100.12 g mol⁻¹

Geometry as ORCA input:
```
! wB97M-V def2-TZVPD RIJCOSX def2/J DEFGRID3
* xyz 0 1
C -1.37732 0.18977 -0.65326
C 0.49442 -1.49041 0.08657
C -1.42315 1.42580 0.16714
C 1.75733 -0.72609 -0.12012
N -0.66832 -0.92191 -0.06563
N -1.99191 -1.02582 -0.16191
O 2.39565 -0.19670 1.02596
H -1.24201 0.25131 -1.73634
H 0.61531 -2.50237 0.44536
H -1.06928 1.28946 1.14535
H -2.49441 1.86327 0.26577
H -0.78962 2.25585 -0.37904
H 1.51669 0.25116 -0.66354
H 2.46273 -1.25020 -0.68060
H 1.81388 0.58690 1.32430
*
```

=====

How do the records compare in energy above the lowest of the compared OMol25 structures with the same formula, charge and spin? In the order shown, they have 253.0 178.8 374.5 344.1 183.2 407.0 113.2 162.2 120.4 376.5 153.9 286.1 156.1 700.6 468.6 265.6 417.2 723.8 510.2 505.3 kJ/mol.
How do the records compare in total energy? In the order shown, they have -341.9073 -341.9356 -341.8610 -341.8726 -341.9339 -341.8486 -341.9605 -341.9419 -341.9578 -341.8602 -341.9450 -341.8947 -341.9442 -341.7368 -341.8252 -341.9025 -341.8447 -341.7280 -341.8093 -341.8112 Eh.